No. 1
Here is a 2-piece molecular cluster, C6H6N2O2 overall in a non-equilibrium geometry from OMol25. Energies are from the ωB97M-V functional and the def2-TZVPD basis.

Each atom is followed by the atoms it is bonded to, with distances in Å.
Cartesian coordinates (Å):
1 O 0.4974 2.2792 -0.2921  C6 1.206
2 O -3.5321 0.1519 0.3807  C5 1.210
3 N -1.4867 1.2173 0.1423  C5 1.414, C6 1.398, H13 1.018
4 N 0.3993 0.0172 -0.5165  C6 1.382, C9 1.387, H12 1.038
5 C -2.3403 0.0908 0.1830  O2 1.210, N3 1.414, C7 1.455
6 C -0.1406 1.2570 -0.2326  O1 1.206, N3 1.398, N4 1.382
7 C -1.6309 -1.1539 -0.0687  C5 1.455, C9 1.332, H11 1.096
8 C 3.2076 -0.2854 0.0223  C10 1.256, H16 1.052
9 C -0.3482 -1.1481 -0.4291  N4 1.387, C7 1.332, H15 1.076
10 C 2.5541 -0.1053 1.0803  C8 1.256, H14 1.114
11 H -2.1893 -2.0880 0.0640  C7 1.096
12 H 1.3844 0.0503 -0.8411  N4 1.038
13 H -1.9548 2.1145 0.2481  N3 1.018
14 H 1.8590 0.3226 1.8384  C10 1.114
15 H 0.1795 -2.0512 -0.6808  C9 1.076
16 H 3.5415 -0.6691 -0.8982  C8 1.052

The total energy is -13392.6380 eV. Its SMILES is O=c1cc[nH]c(=O)[nH]1.C#C. The value obtained for the orbital gap is 10.015 eV. Its net charge is 0.



No. 2
Here is C6H6N2O3 in the gas phase in a non-equilibrium geometry from OMol25. Energies are from the ωB97M-V functional and the def2-TZVPD basis.

Each atom is followed by the atoms it is bonded to, with distances in Å.
Cartesian coordinates (Å):
1 O -0.8553 1.7224 -2.2024  N4 1.207
2 O 1.4373 -1.4572 -1.8453  C9 1.187
3 O -0.0324 2.6150 -0.4208  N4 1.224
4 N -0.1947 1.6797 -1.1933  O1 1.207, O3 1.224, C6 1.440
5 N 1.2734 0.5827 0.1520  C6 1.327, C10 1.256
6 C 0.3616 0.4118 -0.7963  N4 1.440, N5 1.327, C9 1.545
7 C 0.2646 -0.5326 1.8977  C10 1.423, C11 1.375, H14 1.038
8 C -1.2862 -0.8439 0.1134  C11 1.388, H12 1.087, H15 1.011
9 C 0.6241 -0.5972 -1.9370  O2 1.187, C6 1.545, H17 1.115
10 C 1.4236 -0.0615 1.2201  N5 1.256, C7 1.423, H16 1.059
11 C -1.0292 -0.5021 1.4334  C7 1.375, C8 1.388, H13 1.066
12 H -2.2427 -0.5389 -0.3043  C8 1.087
13 H -1.6108 0.2327 1.9418  C11 1.066
14 H 0.4397 -0.6112 2.9177  C7 1.038
15 H -0.7801 -1.7053 -0.0433  C8 1.011
16 H 2.2131 0.0689 1.9140  C10 1.059
17 H -0.0061 -0.4631 -2.8471  C9 1.115

The total energy is -15434.7544 eV. Its SMILES is C=C/C=C\N=C(/C=O)[N+](=O)[O-]. The value obtained for the orbital gap is 7.543 eV. Its net charge is 0.



No. 3
Here is an isolated ion of composition C6H6N3O and charge +1 in a non-equilibrium geometry from OMol25. Energies are from the ωB97M-V functional and the def2-TZVPD basis.

Each atom is followed by the atoms it is bonded to, with distances in Å.
Cartesian coordinates (Å):
1 O 2.2508 0.2331 0.8176  N2 1.404, C9 1.375
2 N 1.5300 0.7607 -0.2655  O1 1.404, C6 1.486, H12 1.035, H16 1.033
3 N -2.7255 -0.4430 0.2465  C5 1.362, C7 1.364
4 N 3.1549 -1.9175 -0.0553  C9 1.148
5 C -2.2689 0.8071 0.5365  N3 1.362, C10 1.466, H15 1.123
6 C 0.1049 0.3651 -0.1219  N2 1.486, C8 1.482, C10 1.474
7 C -1.7794 -1.2806 -0.2669  N3 1.364, C8 1.464, H14 1.123
8 C -0.3619 -0.9924 -0.4916  C6 1.482, C7 1.464, H11 1.120
9 C 2.9264 -0.8893 0.4005  O1 1.375, N4 1.148
10 C -0.8999 1.3111 0.3946  C5 1.466, C6 1.474, H13 1.116
11 H 0.3509 -1.7441 -0.9164  C8 1.120
12 H 1.9498 0.4260 -1.1506  N2 1.035
13 H -0.6472 2.3629 0.6706  C10 1.116
14 H -2.1191 -2.3193 -0.5261  C7 1.123
15 H -3.0216 1.5270 0.9568  C5 1.123
16 H 1.5559 1.7932 -0.2288  N2 1.033

The total energy is -12824.7350 eV. Its SMILES is N#CO[NH2+]c1ccncc1. The value obtained for the orbital gap is 8.942 eV. Its net charge is +1.



No. 4
Here is an isolated ion of composition C6H6N3O2 and charge -1 in a non-equilibrium geometry from OMol25. Energies are from the ωB97M-V functional and the def2-TZVPD basis.

Each atom is followed by the atoms it is bonded to, with distances in Å.
Cartesian coordinates (Å):
1 O 1.9787 0.2944 0.8721  C11 1.249
2 O -2.3813 1.7836 1.5138  C9 1.176
3 N -1.4603 -1.4875 0.4745  N4 1.481, N5 1.290
4 N -0.5179 -2.4469 -0.1463  N3 1.481, C8 1.512, H13 1.027
5 N -1.1008 -0.2901 0.1562  N3 1.290, C10 1.336
6 C 0.5684 1.0569 -1.0512  C10 1.505, C11 1.589, H14 1.162, H17 1.065
7 C 0.0896 1.6404 1.3841  C9 1.351, C11 1.456, H15 1.080
8 C 0.2488 -1.5862 -1.1251  N4 1.512, C10 1.470, H12 1.074, H16 1.203
9 C -1.2513 1.4787 1.4021  O2 1.176, C7 1.351
10 C -0.1975 -0.2185 -0.8255  N5 1.336, C6 1.505, C8 1.470
11 C 0.9569 0.8967 0.4817  O1 1.249, C6 1.589, C7 1.456
12 H 1.2764 -1.8860 -1.0375  C8 1.074
13 H 0.0691 -2.7012 0.6570  N4 1.027
14 H -0.0763 2.0240 -1.0349  C6 1.162
15 H 0.6167 2.1444 2.1809  C7 1.080
16 H -0.2388 -1.7693 -2.2100  C8 1.203
17 H 1.4195 1.0666 -1.6918  C6 1.065

The total energy is -14880.8374 eV. The value obtained for the orbital gap (spin up / spin down) is 6.047 / 6.045 eV. Its net charge is -1.